Below is a cluster of 12 separate species, C57H149N13O18 in total at a distorted geometry, with properties calculated with ωB97M-V/def2-TZVPD.

Calculated values
SMILES ... COC[C@H](C)N.COC[C@H](C)N.COC[C@H](C)N.COC[C@H](C)N.COC[C@H](C)N.COCCNCCOC.COCCNCCOC.COCCNCCOC.COCCNCCOC.COCCNCCOC.COCCNCCOC.NC(N)=O
HOMO level ... -8.0258 eV
LUMO level ... 0.26 eV
DFT total energy ... -4326.7218 Eh
Energy relative to the best compared isomer or geometry (same formula, charge and spin) ... 271.8 kJ/mol
HOMO-LUMO gap ... 8.289 eV

The geometry in ORCA input format:
```
! wB97M-V def2-TZVPD RIJCOSX def2/J DEFGRID3
* xyz 0 1
C -21.414 -25.831 13.507
C -21.718 -27.054 12.621
C -22.217 -26.670 11.199
O -23.166 -25.643 11.260
C -23.713 -25.347 9.960
N -20.463 -27.749 12.634
H -21.214 -26.245 14.496
H -22.254 -25.144 13.609
H -20.490 -25.274 13.349
H -22.460 -27.710 13.076
H -22.720 -27.526 10.748
H -21.399 -26.488 10.503
H -22.865 -24.955 9.398
H -24.543 -24.642 9.926
H -24.135 -26.230 9.481
H -20.379 -28.115 13.572
H -19.744 -27.098 12.352
C -16.568 -28.759 9.528
C -17.429 -29.453 10.600
C -18.080 -30.801 10.085
O -17.256 -31.897 9.806
C -17.913 -32.998 9.229
N -16.642 -29.674 11.766
H -15.905 -27.967 9.878
H -17.056 -28.263 8.689
H -15.835 -29.440 9.095
H -18.249 -28.816 10.932
H -18.593 -30.612 9.142
H -18.915 -31.062 10.735
H -17.748 -32.938 8.153
H -18.990 -33.092 9.363
H -17.432 -33.937 9.504
H -17.077 -30.378 12.346
H -15.801 -30.173 11.513
C -14.106 -26.401 12.921
C -15.388 -26.333 13.712
C -16.639 -25.961 12.854
O -16.491 -24.599 12.331
C -17.751 -23.986 11.955
N -15.499 -27.557 14.356
H -13.800 -25.497 12.394
H -14.198 -27.185 12.170
H -13.204 -26.656 13.476
H -15.264 -25.564 14.474
H -17.533 -25.978 13.478
H -16.748 -26.688 12.049
H -18.269 -24.608 11.225
H -17.500 -23.051 11.455
H -18.409 -23.788 12.801
H -15.700 -28.249 13.648
H -14.663 -27.944 14.770
C -20.449 -21.932 10.933
C -21.770 -21.385 11.386
C -21.718 -20.934 12.861
O -21.464 -22.025 13.716
C -20.905 -21.673 14.995
N -22.188 -20.294 10.433
H -20.444 -22.141 9.863
H -20.116 -22.821 11.468
H -19.673 -21.183 11.091
H -22.603 -22.081 11.293
H -22.677 -20.434 12.999
H -20.997 -20.142 13.063
H -21.465 -20.917 15.545
H -19.882 -21.328 14.841
H -20.727 -22.500 15.682
H -23.162 -20.170 10.667
H -22.150 -20.690 9.505
C -12.348 -25.827 9.180
C -10.971 -25.859 8.436
C -10.806 -24.930 7.182
O -11.819 -25.151 6.239
C -11.697 -24.327 5.058
N -9.894 -25.689 9.429
H -12.322 -26.193 10.206
H -13.142 -26.387 8.686
H -12.769 -24.827 9.289
H -10.815 -26.880 8.087
H -9.858 -25.119 6.680
H -10.696 -23.949 7.645
H -12.550 -24.490 4.399
H -10.752 -24.497 4.542
H -11.609 -23.268 5.303
H -10.020 -26.498 10.020
H -9.097 -25.888 8.842
C -13.775 -24.716 25.861
O -14.529 -23.872 24.995
C -14.626 -24.509 23.729
C -15.347 -23.576 22.761
N -15.700 -24.222 21.511
C -16.342 -23.332 20.450
C -16.409 -24.245 19.215
O -15.217 -24.298 18.428
C -15.446 -24.969 17.207
H -14.247 -25.695 25.945
H -13.761 -24.178 26.809
H -12.742 -24.659 25.518
H -15.162 -25.439 23.918
H -13.586 -24.676 23.447
H -14.604 -22.788 22.645
H -16.237 -23.120 23.194
H -14.806 -24.514 21.143
H -15.708 -22.458 20.299
H -17.214 -22.738 20.723
H -17.209 -23.917 18.551
H -16.819 -25.232 19.428
H -14.543 -25.284 16.684
H -15.981 -24.279 16.554
H -15.949 -25.921 17.378
C -13.527 -30.032 15.928
O -13.129 -29.510 14.624
C -12.307 -30.291 13.865
C -11.602 -29.238 12.921
N -10.663 -28.385 13.577
C -10.014 -27.439 12.676
C -8.816 -27.978 11.825
O -9.268 -28.641 10.660
C -8.402 -29.616 10.072
H -14.256 -30.836 15.828
H -14.071 -29.289 16.512
H -12.660 -30.361 16.501
H -12.915 -30.955 13.251
H -11.555 -30.862 14.409
H -12.345 -28.559 12.502
H -11.234 -29.785 12.052
H -11.176 -27.845 14.260
H -9.599 -26.729 13.391
H -10.641 -26.879 11.983
H -8.122 -28.565 12.427
H -8.281 -27.124 11.409
H -7.515 -29.198 9.596
H -8.847 -30.181 9.252
H -8.162 -30.309 10.878
C -11.912 -26.429 16.638
O -10.911 -26.562 15.720
C -9.556 -26.376 16.253
C -9.109 -27.675 16.835
N -8.825 -28.684 15.810
C -8.540 -29.954 16.464
C -8.088 -30.925 15.396
O -7.846 -32.113 16.066
C -7.582 -33.301 15.319
H -12.861 -26.675 16.161
H -11.983 -25.371 16.893
H -11.631 -27.072 17.472
H -9.617 -25.610 17.026
H -8.916 -26.020 15.446
H -9.792 -28.110 17.564
H -8.267 -27.406 17.472
H -9.354 -28.778 14.955
H -9.439 -30.409 16.879
H -7.773 -29.817 17.227
H -7.215 -30.532 14.876
H -8.931 -30.975 14.706
H -8.498 -33.799 15.002
H -6.748 -33.883 15.710
H -7.146 -32.934 14.389
C -24.078 -21.600 7.913
O -22.587 -21.657 7.800
C -22.188 -21.346 6.461
C -20.673 -21.121 6.639
N -20.052 -22.481 6.673
C -18.749 -22.371 7.296
C -18.159 -23.794 7.557
O -19.034 -24.531 8.435
C -19.073 -25.937 8.147
H -24.394 -21.818 8.933
H -24.663 -22.305 7.323
H -24.366 -20.551 7.838
H -22.562 -20.454 5.957
H -22.275 -22.223 5.819
H -20.497 -20.585 7.572
H -20.316 -20.507 5.812
H -20.587 -23.064 7.300
H -18.599 -21.753 8.182
H -18.107 -21.922 6.539
H -17.107 -23.789 7.843
H -18.133 -24.231 6.559
H -19.749 -26.306 8.919
H -18.151 -26.511 8.242
H -19.470 -26.119 7.149
C -17.495 -19.321 9.028
O -17.282 -19.916 7.770
C -16.596 -19.249 6.757
C -16.143 -20.250 5.642
N -15.475 -21.454 6.191
C -14.247 -21.159 6.811
C -13.590 -22.258 7.661
O -13.723 -22.114 9.106
C -15.052 -22.284 9.514
H -17.808 -20.062 9.763
H -18.306 -18.604 8.902
H -16.557 -18.898 9.386
H -15.806 -18.651 7.211
H -17.291 -18.502 6.373
H -15.404 -19.804 4.977
H -17.045 -20.505 5.085
H -16.094 -21.783 6.918
H -14.307 -20.247 7.405
H -13.594 -20.918 5.973
H -12.511 -22.213 7.512
H -14.023 -23.198 7.320
H -15.448 -23.298 9.453
H -15.785 -21.640 9.027
H -15.145 -21.966 10.552
C -14.076 -37.323 16.002
O -14.548 -36.399 15.007
C -15.143 -37.040 13.895
C -15.633 -35.974 12.854
N -16.605 -35.036 13.425
C -17.033 -34.117 12.405
C -17.904 -33.041 13.057
O -17.159 -32.065 13.699
C -17.920 -31.157 14.492
H -13.763 -36.892 16.953
H -13.231 -37.828 15.534
H -14.641 -38.227 16.226
H -15.980 -37.599 14.314
H -14.418 -37.680 13.392
H -15.971 -36.499 11.960
H -14.767 -35.380 12.564
H -16.245 -34.488 14.194
H -17.740 -34.608 11.736
H -16.227 -33.701 11.801
H -18.556 -33.516 13.790
H -18.565 -32.573 12.327
H -17.210 -30.407 14.839
H -18.304 -31.703 15.353
H -18.717 -30.705 13.901
C -20.107 -28.313 16.276
O -20.046 -29.017 15.265
N -20.968 -28.335 17.197
N -19.217 -27.372 16.503
H -20.868 -27.577 17.856
H -21.747 -28.969 17.093
H -18.605 -26.989 15.797
H -19.025 -27.031 17.435
*
```